ORCA calculation (ωB97M-V/def2-TZVPD) on one molecule with the formula C13H9ClF3N.

Geometry (Å):
F -2.4636 1.5045 2.2353
C -1.1367 1.1314 2.5172
F -0.3993 2.3187 2.8012
F -1.1860 0.2529 3.5150
C -0.3911 0.5513 1.3199
C -0.9938 0.8478 0.0824
C -0.3589 0.6038 -1.1347
C -0.9750 0.9291 -2.4847
C -1.7040 -0.1318 -3.3582
C -2.5323 1.1119 -2.7270
N 0.8267 -0.1646 -1.1332
C 1.4178 -0.4588 0.0154
C 2.5134 -1.2765 -0.0716
C 3.1966 -1.7957 1.0640
C 2.6201 -1.5621 2.3970
Cl 3.0633 -2.3665 3.9306
C 1.4240 -0.8192 2.4063
C 0.7943 -0.3008 1.2591
H -1.9334 1.4250 0.0167
H -0.3543 1.6010 -3.1345
H -1.5418 -0.1558 -4.3754
H -1.6537 -1.1873 -2.9735
H -3.1724 0.8171 -1.8864
H -3.0441 1.6900 -3.4811
H 2.8897 -1.4480 -1.0959
H 4.1170 -2.3946 0.8912
H 0.9774 -0.7231 3.4050

The calculation puts the gap between HOMO and LUMO at 8.046 eV. The energy above the lowest of the compared OMol25 structures with the same formula, charge and spin is 1.908 eV. As for the maximum force: 5.2 eV/Å. The HOMO energy is -8.8 eV. The total energy is -35789.957 eV. Its structure (SMILES) is FC(F)(F)c1cc(C2CC2)nc2ccc(Cl)cc12. Its charge is 0.

ORCA calculation (ωB97M-V/def2-TZVPD) on one molecule with the formula C13H9ClN4.

Geometry (Å):
N -0.6713 -1.9376 -3.1270
C 0.0071 -1.1201 -2.2419
C 1.1506 -0.4477 -2.7472
C 1.8648 0.4061 -1.9447
N 2.9843 1.0380 -2.1758
N 3.2431 1.7392 -1.0034
C 2.2523 1.5535 -0.0465
C 1.3888 0.6770 -0.6534
C 0.2176 0.0700 -0.1809
C -0.4608 -0.8644 -0.9468
N -1.5528 -1.3012 -0.1813
C -1.5895 -0.6488 1.0630
C -2.4839 -0.6631 2.1312
C -2.2149 0.1123 3.2734
C -1.0925 0.9777 3.2932
Cl -0.7921 1.9537 4.6820
C -0.2062 1.0085 2.1839
C -0.4784 0.2121 1.1031
H -1.3347 -2.6056 -2.7565
H -0.2481 -2.0903 -4.0302
H 1.5118 -0.6883 -3.7390
H 4.1158 2.1998 -0.8225
H 2.2187 2.0094 0.9321
H -2.2118 -2.0643 -0.4903
H -3.4155 -1.2143 2.0967
H -2.8866 0.0853 4.1273
H 0.6843 1.6032 2.2014

The calculation puts the gap between HOMO and LUMO at 7.679 eV. The energy above the lowest of the compared OMol25 structures with the same formula, charge and spin is 0.023 eV. As for the maximum force: 3.0 eV/Å. The HOMO energy is -7.4 eV. The total energy is -32109.809 eV. Its structure (SMILES) is Nc1cc2n[nH]cc2c2c1[nH]c1ccc(Cl)cc12. Its charge is 0.

ORCA calculation (ωB97M-V/def2-TZVPD) on a 44-piece molecular cluster, C14H106Cl2NO45S overall.

Geometry (Å):
C 1.7253 1.7658 -2.7579
C 0.2921 1.3798 -3.3011
C -0.6888 0.7606 -2.2363
C -1.0192 -0.7165 -2.5431
C -1.8631 -1.3901 -1.4533
N 0.2644 -1.4482 -2.7753
C 0.4351 -2.1291 -3.9072
C 1.5977 -2.8111 -4.1443
C 2.5827 -2.7729 -3.1929
S 4.1116 -3.6868 -3.5083
C 5.3034 -2.4834 -4.0673
O 4.5697 -4.4527 -2.3916
O 3.8259 -4.5555 -4.6169
C 2.3996 -2.0413 -2.0305
C 3.4568 -1.9535 -1.0058
Cl 4.4389 -0.5026 -1.0752
C 3.6434 -2.8737 -0.0779
C 4.7159 -2.8061 0.9660
Cl 2.5448 -4.2018 -0.1235
C 1.2157 -1.4000 -1.8759
H 2.3864 0.9143 -2.9679
H 2.1508 2.6215 -3.2815
H 1.7328 1.8774 -1.6744
H 0.4569 0.7060 -4.1504
H -0.1264 2.2902 -3.7329
H -1.5825 1.3714 -2.1722
H -0.1719 0.8316 -1.2772
H -1.5757 -0.6898 -3.4800
H -1.8560 -0.8415 -0.5125
H -1.6105 -2.4393 -1.3162
H -2.9054 -1.3653 -1.7738
H -0.3618 -2.1224 -4.6361
H 1.7029 -3.3466 -5.0789
H 4.7894 -1.7487 -4.6973
H 6.0679 -2.9853 -4.6600
H 5.7471 -1.9415 -3.2316
H 4.4602 -2.1135 1.7697
H 4.8687 -3.8237 1.3374
H 5.6821 -2.5096 0.5567
H 1.0169 -0.8295 -0.9776
O -0.6302 -3.5843 -0.8521
H -1.2262 -4.1827 -0.3792
H 0.2437 -3.9893 -0.8116
O 3.6452 -7.2266 1.3566
H 4.4752 -7.6389 1.0771
H 3.3765 -6.7128 0.5933
O -1.4628 -2.8780 1.8659
H -1.4329 -3.8361 1.9542
H -1.2491 -2.7138 0.9387
O 3.0423 -3.4652 3.8256
H 2.1625 -3.1301 4.0488
H 2.9956 -3.6019 2.8765
O -3.6022 0.8669 -0.9350
H -4.2222 0.3287 -0.4180
H -3.9333 1.7663 -0.8248
O 1.8502 -0.9361 3.3956
H 2.5536 -0.3634 3.7189
H 1.2144 -0.3299 2.9975
O 0.3600 2.6261 0.1180
H 0.6440 2.4958 1.0316
H -0.3247 3.3044 0.1895
O 6.1043 -5.9271 2.6460
H 6.6994 -6.3987 3.2387
H 5.2925 -5.8377 3.1581
O 2.7147 0.1068 -5.4682
H 2.0664 -0.3814 -4.9552
H 2.4228 1.0229 -5.4043
O -6.5097 0.0043 -1.0977
H -7.3297 0.1594 -0.6183
H -6.7976 -0.1637 -2.0035
O -4.6658 0.3470 1.4922
H -3.8903 -0.0390 1.9216
H -5.3467 0.3140 2.1741
O -2.2247 3.8731 1.4674
H -2.8869 3.3833 1.9811
H -2.5123 4.7928 1.5281
O 2.0367 4.0377 1.9789
H 1.7550 4.4313 1.1448
H 2.9165 4.3994 2.1305
O 6.7946 -7.8352 0.5065
H 7.7209 -7.9879 0.2947
H 6.7663 -6.9100 0.7818
O -8.1324 0.9990 -3.6235
H -7.4951 1.7107 -3.4968
H -8.9595 1.4549 -3.8078
O -4.5730 3.3957 3.0619
H -5.2285 2.8992 3.5716
H -4.8686 4.3074 3.1360
O 0.0567 -3.4985 4.6166
H 0.0676 -3.6850 5.5614
H -0.4998 -2.7159 4.5369
O 4.9310 3.0678 -1.7241
H 5.6178 3.5537 -1.2510
H 5.0441 2.1575 -1.4351
O 4.1700 5.5814 -3.4922
H 4.4096 4.6641 -3.3278
H 4.2061 5.6664 -4.4498
O 6.5052 -7.1568 -3.6861
H 6.7109 -7.2804 -2.7505
H 5.8673 -6.4366 -3.6988
O 6.9345 -4.7927 -6.3535
H 7.2989 -5.6843 -6.3105
H 6.2110 -4.8166 -5.7203
O 2.6962 -8.3608 -1.3221
H 3.0723 -8.8690 -0.5949
H 3.4203 -7.7996 -1.6183
O -6.4711 3.2731 5.1811
H -6.1847 3.1226 6.0868
H -7.1733 3.9335 5.2644
O -9.0380 4.7171 6.1400
H -9.6839 4.2025 6.6331
H -9.3512 5.6279 6.2209
O 8.9274 -6.2071 -0.5081
H 8.8427 -5.7816 -1.3699
H 9.8052 -5.9477 -0.2097
O -3.5375 -4.0743 -0.8044
H -4.4106 -4.2821 -1.1569
H -3.0532 -3.7316 -1.5647
O -10.6694 7.5784 5.7469
H -11.5112 7.7612 6.1858
H -10.9182 7.4071 4.8335
O -6.3583 -2.0509 2.6419
H -6.1256 -2.9837 2.6746
H -6.4921 -1.8809 1.7064
O -7.6368 -4.4134 2.2334
H -8.4552 -4.2457 2.7112
H -7.9198 -4.5888 1.3301
O -5.0995 -1.5396 -1.7228
H -5.2187 -0.6197 -1.4469
H -4.6120 -1.9476 -0.9941
O -13.0008 9.4263 5.8199
H -12.3596 10.1261 5.9667
H -13.8057 9.8999 5.5973
O -2.3802 6.9676 2.0003
H -2.8205 7.8228 2.0216
H -1.4427 7.1840 1.9609
O 3.1441 6.4564 -0.7614
H 3.3849 5.5373 -0.6058
H 3.1814 6.5416 -1.7263
O -13.8089 12.0434 6.2572
H -13.1642 12.7435 6.4042
H -14.6180 12.5144 6.0317
O 4.7374 7.0398 1.7859
H 5.4504 6.5250 1.3979
H 4.0110 6.9560 1.1564
O 5.0338 -6.9951 5.5835
H 4.2497 -7.4167 5.9487
H 4.8239 -6.0546 5.6093
O -4.7580 3.9605 -0.3096
H -5.0579 4.8219 -0.0072
H -4.0336 3.7334 0.2909
O -1.9524 0.1951 1.8102
H -1.9299 -0.7692 1.8973
H -1.7366 0.3646 0.8863
O 10.2863 -5.8648 -6.2450
H 9.4339 -5.5744 -5.9043
H 10.1155 -6.0683 -7.1702
O 10.1772 -4.1568 -3.4550
H 10.7029 -4.7660 -3.9891
H 9.5702 -3.7574 -4.0857
O -8.6948 8.2817 7.9591
H -8.0660 7.7754 7.4373
H -9.5011 8.2722 7.4299
O 1.2032 8.2693 -2.3529
H 1.6967 7.8850 -1.6198
H 1.8109 8.9080 -2.7391
O 6.9760 4.3132 -4.1831
H 7.4539 3.7151 -4.7671
H 6.5399 3.7272 -3.5539

The calculation puts the gap between HOMO and LUMO at 7.527 eV. As for the maximum force: 3.3 eV/Å. The HOMO energy is -11.9 eV. The total energy is -145739.364 eV. Its charge is +1.

ORCA calculation (ωB97M-V/def2-TZVPD) on C14H10BCl5F4N2O2Pt as an isolated structure.

Geometry (Å):
Pt 1.0110 -1.0256 -0.9036
C 3.5096 2.4853 -0.7705
C 2.6581 1.3882 -0.2115
O 2.2360 0.5544 -1.0487
N 2.4187 1.4020 1.0889
C 1.6742 0.4239 1.8522
C 0.1709 0.6043 1.7782
C -0.6512 -0.2885 2.4617
C -2.0198 -0.1746 2.3083
C -2.5207 0.8361 1.4973
C -1.6211 1.6933 0.8888
N -0.2978 1.5821 1.0174
H 4.2282 2.0400 -1.4549
H 4.0346 3.0421 0.0024
H 2.8696 3.1608 -1.3380
H 2.8176 2.1734 1.5941
H 2.0164 0.4699 2.8862
H 1.9468 -0.5692 1.4992
H -0.2195 -1.0664 3.0795
H -2.6874 -0.8617 2.8121
H -3.5840 0.9625 1.3438
H -1.9692 2.5024 0.2576
Cl -5.8555 -2.0577 -1.4990
C -4.2489 -1.4522 -1.5851
C -3.1800 -2.2518 -1.2089
Cl -3.4176 -3.8623 -0.6605
C -1.8960 -1.7348 -1.2757
Cl -0.5239 -2.7301 -0.8157
C -1.6040 -0.4407 -1.7006
O -0.3919 0.0563 -1.7402
C -2.7025 0.3433 -2.1054
Cl -2.3730 1.9306 -2.6722
C -3.9955 -0.1510 -2.0395
Cl -5.3096 0.8474 -2.5142
F 4.2722 -0.8295 0.5687
B 4.0082 -1.9635 -0.1845
F 2.4602 -2.1718 -0.0096
F 4.1854 -1.7692 -1.5239
F 4.5514 -3.0977 0.3258

The calculation puts the gap between HOMO and LUMO at 8.460 eV. The energy above the lowest of the compared OMol25 structures with the same formula, charge and spin is 0.073 eV. As for the maximum force: 0.1 eV/Å. The HOMO energy is -8.8 eV. The total energy is -99167.130 eV. Its charge is 0.